17
Properties=species:S:1:pos:R:3:nbo_charge:R:1 method="wB97M-V/def2-TZVPD" total_charge=0 homo_ev=-9.2 molar_mass_g_mol=153.210 lumo_ev=0.3752 homo_lumo_gap_ev=9.6 e_tot_ev=-21637.7439
C -2.52 -1.35 -0.23 0.29
C 1.84 0.19 -0.20 0.05
C 2.84 -0.76 -0.82 -0.23
C -2.52 1.15 0.42 -0.48
C -1.89 -0.24 0.60 -0.39
C -0.59 0.26 0.09 0.17
N -3.14 -2.22 -0.65 -0.30
N 0.57 -0.29 0.31 -0.41
N 3.08 -0.19 0.44 -0.59
S -1.16 1.78 -0.66 0.21
H 1.76 1.17 -0.70 0.17
H 2.55 -1.86 -0.59 0.20
H 3.37 -0.56 -1.65 0.19
H -3.52 1.20 -0.03 0.24
H -2.67 1.74 1.38 0.23
H -1.77 -0.58 1.71 0.28
H 3.78 0.54 0.58 0.37